1.
Here is a molecular structure, CH2BNO in a non-equilibrium geometry from the Open Molecules 2025 dataset. Energies are from ωB97M-V with the def2-TZVPD basis set.

Summary:
largest force on an atom = 5.97 eV/Å
lowest unoccupied orbital energy = -1.7 eV
molar mass = 54.85 g/mol
multiplicity = 1
E_HOMO = -11.1 eV
HOMO-LUMO gap = 9.38 eV

Positions of all 6 atoms, in Å:
B1 -0.01670 0.50437 -0.06142
C1 1.10800 0.13037 0.84289
N1 1.98711 -0.16455 1.52240
O1 -0.98385 -1.14123 -0.61152
H1 -0.35692 1.45740 -0.60844
H2 -1.73764 -0.78636 -1.08391

Forces on atoms 1 to 2 (eV/Å):
-2.7051 -4.9688 -1.9056
0.1800 -0.1174 0.2603

=====

2.
Here is 2 unconnected molecules or ions with the total composition C4H6N2O2 in a non-equilibrium geometry from the Open Molecules 2025 dataset. Energies are from ωB97M-V with the def2-TZVPD basis set.

Summary:
largest force on an atom = 2.41 eV/Å
lowest unoccupied orbital energy = 0.6 eV
molar mass = 114.10 g/mol
multiplicity = 1
E_HOMO = -8.3 eV
SMILES = CN=C=O.N=C=CO
HOMO-LUMO gap = 8.90 eV

Positions of all 14 atoms, in Å:
C1 -2.15708 1.25220 -0.16883
C2 1.92196 0.33628 -0.37491
C3 2.57740 -1.45423 1.20164
C4 -1.95122 0.68876 -1.33171
N1 -2.24786 1.60086 1.01584
N2 2.59498 -0.46671 0.15738
O1 1.41633 1.19391 -0.97315
O2 -2.60604 -0.43816 -1.82869
H1 1.97205 -1.13900 2.03016
H2 2.16937 -2.39296 0.81341
H3 3.57412 -1.62766 1.43009
H4 -1.20973 1.06865 -2.12499
H5 -3.02437 2.28338 1.27453
H6 -3.02992 -0.90534 -1.12076

Forces on atoms 1 to 2 (eV/Å):
-0.3178 0.1289 0.6729
-0.2017 0.8502 -0.4257

=====

3.
Here is a molecular structure, C13H18F9N2O2TeTi in a non-equilibrium geometry from the Open Molecules 2025 dataset. Energies are from ωB97M-V with the def2-TZVPD basis set.

Summary:
expectation value of S² = 0.784
largest force on an atom = 5.26 eV/Å
lowest unoccupied orbital energy (spin up / spin down) = -0.4 / -3.4 eV
molar mass = 580.75 g/mol
multiplicity = 2
E_HOMO (spin up / spin down) = -7.9 / -7.9 eV
HOMO-LUMO gap (spin up / spin down) = 7.50 / 4.48 eV

Positions of all 46 atoms, in Å:
Ti1 -0.48174 0.73770 -1.51780
C1 3.32655 -1.47097 -0.90327
C2 2.80911 -2.37871 0.21533
N1 1.55913 -1.96204 0.78346
C3 1.56581 -1.20502 1.99612
C4 2.18122 0.19084 1.82851
C5 0.40196 -2.34424 0.02848
C6 -0.94654 -1.70540 0.36850
N2 -0.94733 -0.27055 0.26246
C7 -1.90697 0.40392 0.93122
C8 -1.58610 1.70301 1.40303
F1 -0.31078 2.10460 1.22084
C9 -2.49305 2.49062 2.08221
F2 -2.13733 3.69727 2.53410
C10 -3.78858 2.04040 2.30869
C11 -4.13197 0.77369 1.86503
F3 -5.37904 0.33271 2.05818
C12 -3.21287 -0.05444 1.24030
F4 -3.59723 -1.28789 0.85787
H1 4.16784 -1.95150 -1.39101
H2 3.65368 -0.51826 -0.50771
H3 2.55055 -1.27101 -1.63801
H4 3.55250 -2.42467 1.01478
H5 2.67292 -3.38498 -0.19658
H6 2.15534 -1.75487 2.74507
H7 0.54992 -1.09801 2.37229
H8 3.24409 0.11717 1.60979
H9 2.05105 0.75121 2.75170
H10 1.67459 0.70281 1.00991
H11 0.26078 -3.43210 0.13858
H12 0.62181 -2.15092 -1.02920
H13 -1.25153 -2.00542 1.38278
H14 -1.66846 -2.15024 -0.33469
H15 -4.51346 2.66557 2.80369
C13 1.97636 1.93204 -1.47907
O1 1.17580 0.83886 -1.15661
H16 2.99605 1.78033 -1.09530
H17 1.55215 2.84215 -1.03063
H18 2.00937 2.04748 -2.57405
F5 -2.51754 0.43461 -2.05698
Te1 -1.66250 0.43378 -4.07683
F6 -1.02458 2.29724 -1.06188
F7 -0.49312 -0.92871 -2.36855
F8 -3.08036 1.77594 -4.13621
F9 -1.25826 1.27617 -5.84730
O2 -0.31924 1.37985 -3.41123

Forces on atoms 1 to 2 (eV/Å):
-0.0566 -0.9563 -0.7776
-0.0179 -0.2357 0.1243

=====

4.
Here is a molecular structure, C10H11BrCaN2S in a non-equilibrium geometry from the Open Molecules 2025 dataset. Energies are from ωB97M-V with the def2-TZVPD basis set.

Summary:
charge = +2
largest force on an atom = 2.34 eV/Å
lowest unoccupied orbital energy = -10.4 eV
molar mass = 311.26 g/mol
multiplicity = 1
E_HOMO = -13.3 eV
HOMO-LUMO gap = 2.93 eV

Positions of all 26 atoms, in Å:
C1 -3.00927 0.49028 -0.35939
C2 -1.59492 -0.07907 -0.58457
C3 -1.43814 -1.27299 0.33820
C4 -0.59012 1.08633 -0.37029
C5 0.75180 0.68189 0.15441
C6 1.27619 1.25943 1.27003
C7 2.56254 0.91441 1.74837
C8 3.32701 -0.00435 1.10935
Br1 5.03166 -0.48279 1.72988
C9 2.83867 -0.62181 -0.07167
N1 3.42529 -1.52855 -0.84842
S1 2.43999 -1.85464 -2.04258
N2 1.19498 -0.89438 -1.65796
C10 1.55609 -0.26461 -0.53369
H1 -3.27864 0.46280 0.68654
H2 -3.13400 1.49861 -0.75458
H3 -3.67521 -0.24557 -0.83724
H4 -1.51774 -0.40588 -1.64234
H5 -2.20050 -2.02442 0.09496
H6 -1.61335 -0.99880 1.37066
H7 -0.48767 -1.76894 0.23649
H8 -1.03935 1.78545 0.32810
H9 -0.46467 1.60934 -1.31565
H10 0.72611 2.00254 1.82006
H11 2.95692 1.38188 2.63156
Ca1 -4.04367 -0.72618 -2.50020

Forces on atoms 1 to 2 (eV/Å):
0.9291 -0.1340 -0.2568
-0.3386 0.5072 0.3659

=====

5.
Here is C3H7NS in the gas phase in a non-equilibrium geometry from the Open Molecules 2025 dataset. Energies are from ωB97M-V with the def2-TZVPD basis set.

Summary:
largest force on an atom = 5.17 eV/Å
lowest unoccupied orbital energy = 1.0 eV
molar mass = 89.16 g/mol
multiplicity = 1
E_HOMO = -8.4 eV
SMILES = NC1CSC1
HOMO-LUMO gap = 9.38 eV

Positions of all 12 atoms, in Å:
C1 -0.22118 0.43452 0.25132
C2 -0.95698 -0.65958 -0.65403
C3 0.70378 0.77303 -0.84635
H1 0.17497 -1.23954 1.78595
H2 1.04187 0.22394 1.99231
H3 -0.93574 1.26289 0.66212
H4 -0.66952 -1.67242 0.14737
H5 -2.06928 -0.79726 -0.85500
H6 1.88193 0.31375 -0.46639
H7 0.64489 1.87831 -1.06792
N1 0.58957 -0.35059 1.20832
S1 -0.18429 -0.16705 -2.15770

Forces on atoms 1 to 2 (eV/Å):
-2.5852 -1.8818 1.1148
-1.7320 -2.9477 3.8738

=====

6.
Here is 2 unconnected molecules or ions with the total composition C10H16 in a non-equilibrium geometry from the Open Molecules 2025 dataset. Energies are from ωB97M-V with the def2-TZVPD basis set.

Summary:
largest force on an atom = 1.14 eV/Å
lowest unoccupied orbital energy = 1.0 eV
molar mass = 136.24 g/mol
multiplicity = 1
E_HOMO = -9.0 eV
SMILES = Cc1ccccc1.CCC
HOMO-LUMO gap = 10.02 eV

Positions of all 26 atoms, in Å:
C1 1.23215 2.18849 0.40349
C2 2.64403 -0.68349 -2.46760
C3 3.49731 0.27687 -1.94463
C4 1.30070 -0.64190 -2.11581
C5 3.02980 1.23881 -1.05660
C6 0.83790 0.23433 -1.13541
C7 1.70602 1.17958 -0.60936
H1 2.99418 -1.51396 -3.06774
H2 4.52036 0.38156 -2.27779
H3 0.62605 -1.36515 -2.53864
H4 3.68140 2.00679 -0.66845
H5 -0.17338 0.12012 -0.77424
H6 1.76324 2.10326 1.35438
H7 0.17635 2.03212 0.64619
H8 1.32662 3.22636 0.07943
C8 -2.87109 -1.11966 1.98774
C9 -3.51076 -0.05885 1.09714
C10 -1.62008 -1.78177 1.43882
H9 -2.65904 -0.72582 2.98001
H10 -3.62155 -1.88907 2.14648
H11 -3.61402 -0.47660 0.08871
H12 -2.98912 0.90102 1.11067
H13 -1.81863 -2.46745 0.62708
H14 -0.90448 -1.03811 1.06546
H15 -4.52848 0.15991 1.42720
H16 -1.02547 -2.28738 2.20344

Forces on atoms 1 to 2 (eV/Å):
-0.4972 -0.1006 0.4978
-0.3720 -0.0121 0.2339

=====

| no. | DFT total energy (hartree) |
| --- | --- |
| 1 | -194.07165 |
| 2 | -415.92545 |
| 3 | -2782.53392 |
| 4 | -4146.30177 |
| 5 | -571.31788 |
| 6 | -390.62379 |